Entry i
C5H6NO | ωB97M-V with the def2-TZVPD basis set

The highest occupied orbital energy (spin up / spin down) is -15.69 / -15.69 eV. Its spin multiplicity is 1. The LUMO energy (spin up / spin down) is -0.254 / -0.254 Ha. The SMILES is O=[N+]1C=C[C@@H]2C[C@@H]21. Its charge is +1. As for the gap between HOMO and LUMO (spin up / spin down): 8.79 / 8.79 eV.

Last column: Mulliken charge in e.
Atoms and positions in Å:
O 1.171 -1.168 -1.780  -0.41
N 0.674 -0.408 -1.034  0.68
C 1.177 0.816 -0.596  -0.31
C 0.258 1.377 0.236  -0.19
C -0.851 0.430 0.452  -0.27
C -0.514 -0.977 0.916  -0.66
C -0.633 -0.598 -0.532  -0.12
H 2.286 1.052 -0.811  0.38
H 0.401 2.311 0.846  0.40
H -1.766 0.827 0.796  0.50
H 0.451 -1.131 1.140  0.31
H -1.212 -1.550 1.494  0.31
H -1.443 -0.980 -1.125  0.40

***

Entry ii
C5H6NO | ωB97M-V with the def2-TZVPD basis set

The highest occupied orbital energy is -13.31 eV. Its spin multiplicity is 1. The LUMO energy is -0.185 Ha. Its charge is +1. As for the gap between HOMO and LUMO: 8.27 eV.

Last column: Mulliken charge in e.
Atoms and positions in Å:
C 0.093 -0.479 0.283  0.45
C -3.520 -0.266 1.078  0.24
C -1.220 -0.022 0.090  0.15
C -1.323 1.023 -1.012  -1.20
C 2.579 -0.836 0.546  -0.66
N 1.195 -0.858 0.297  0.01
O -2.391 -0.149 0.721  0.05
H -2.105 1.816 -0.807  0.36
H -1.649 0.563 -1.866  0.35
H -0.331 1.589 -1.286  0.32
H 2.897 -1.966 0.440  0.27
H 2.712 -0.342 1.527  0.33
H 3.063 -0.074 -0.013  0.33

***

Which of them is most stable? Easy: entry i.

***

Entry i
C19H28N2O5S | ωB97M-V with the def2-TZVPD basis set

The highest occupied orbital energy is -8.12 eV. Its spin multiplicity is 1. The LUMO energy is 0.022 Ha. Its charge is 0. As for the gap between HOMO and LUMO: 8.71 eV.

Last column: Mulliken charge in e.
Atoms and positions in Å:
C -1.871 -4.312 1.926  -0.87
H -1.772 -5.384 1.598  0.26
O -2.077 -3.563 0.611  -0.42
C -2.210 -2.333 0.602  0.52
C -2.046 -1.667 1.584  0.38
C -2.179 -0.193 1.668  -0.82
C -2.454 0.325 0.551  -0.21
C -2.597 -0.312 -0.861  -1.43
C -2.587 -1.687 -0.729  0.82
O -2.695 -2.624 -1.664  -0.32
C -3.009 -1.850 -2.923  -1.02
H -3.961 -1.340 -3.080  0.36
H -3.048 -3.094 -3.707  0.23
H -2.075 -1.366 -3.240  0.48
H -2.799 0.153 -1.795  0.60
S -2.435 2.199 0.312  1.21
O -3.109 2.391 -0.922  -0.72
O -2.741 2.780 1.524  -0.66
N -0.701 2.816 -0.217  -0.08
C 0.119 2.766 1.041  -1.76
C 0.900 1.412 0.925  1.43
H 0.162 0.688 1.435  -0.05
H 1.696 1.622 1.855  0.10
C 1.538 1.144 -0.161  -0.58
C 2.261 -0.109 -0.470  -0.16
O 1.743 -1.264 -0.562  -0.67
N 3.520 -0.529 0.293  0.33
C 4.410 0.908 0.654  -1.13
H 3.753 1.653 0.815  0.93
C 5.607 0.792 -0.189  -0.53
C 6.343 -0.382 -0.304  -1.37
C 5.349 -1.660 -0.729  -0.98
C 4.215 -1.589 0.368  -0.70
H 3.436 -2.521 0.044  0.24
H 4.486 -1.876 1.379  0.47
H 5.936 -2.392 -0.498  0.60
H 5.046 -1.506 -1.798  0.25
H 7.155 -0.438 -0.702  0.91
H 6.737 -0.619 0.756  0.28
H 6.111 1.776 0.146  0.27
H 5.297 0.967 -1.110  0.37
H 4.593 0.617 1.943  0.26
H 2.230 1.825 -0.567  0.47
C 0.473 0.911 -1.394  -0.90
C -0.368 2.425 -1.515  -1.47
H 0.550 3.119 -1.774  0.34
H -1.024 2.202 -2.088  0.92
H -0.009 0.064 -1.178  0.48
H 1.012 0.979 -2.499  0.41
H 0.703 3.627 0.811  0.45
H -0.391 2.950 1.790  0.91
H -1.971 0.578 2.422  0.58
H -1.691 -1.862 2.605  0.33
H -2.602 -4.198 2.715  0.35
H -0.813 -4.095 2.323  0.33

***

Entry ii
C19H28N2O5S | ωB97M-V with the def2-TZVPD basis set

The highest occupied orbital energy is -8.48 eV. Its spin multiplicity is 1. The LUMO energy is 0.019 Ha. The SMILES is CCOc1ccc(S(=O)(=O)N2CCC(C(=O)N3CCOCC3)CC2)cc1C. Its charge is 0. As for the gap between HOMO and LUMO: 8.98 eV.

Last column: Mulliken charge in e.
Atoms and positions in Å:
C 1.978 3.691 3.451  -1.43
C 1.015 3.577 2.279  -0.29
O 1.723 2.993 1.202  -0.40
C 1.055 2.681 0.065  0.80
C -0.273 3.012 -0.186  -0.45
C -0.877 2.610 -1.365  -1.14
C -0.150 1.897 -2.292  -0.06
S -0.973 1.203 -3.717  1.36
O 0.010 0.892 -4.713  -0.74
O -2.091 2.026 -4.082  -0.75
N -1.595 -0.261 -3.204  0.08
C -2.816 -0.235 -2.434  -1.12
C -2.571 -0.383 -0.934  -0.35
C -1.764 -1.653 -0.600  0.43
C -0.604 -1.289 0.333  0.00
O -0.238 -0.138 0.491  -0.59
N 0.045 -2.308 0.946  0.24
C -0.330 -3.702 1.031  -0.61
C -0.641 -4.045 2.497  -0.70
O 0.453 -3.762 3.333  -0.38
C 0.814 -2.400 3.255  -0.72
C 1.166 -2.006 1.820  -0.49
C -1.191 -2.283 -1.882  -1.51
C -0.582 -1.202 -2.765  -0.02
C 1.184 1.602 -2.075  -0.73
C 1.805 1.988 -0.903  1.08
C 3.240 1.669 -0.624  -1.67
H 2.340 2.706 3.733  0.31
H 2.829 4.306 3.174  0.33
H 1.474 4.142 4.301  0.42
H 0.159 2.945 2.548  0.37
H 0.647 4.572 1.995  0.34
H -0.851 3.565 0.537  0.42
H -1.907 2.852 -1.575  0.53
H -3.473 -1.036 -2.793  0.30
H -3.298 0.717 -2.658  0.52
H -2.000 0.479 -0.582  -0.18
H -3.529 -0.393 -0.413  0.46
H -2.413 -2.377 -0.099  0.71
H -1.192 -3.930 0.410  0.45
H 0.519 -4.312 0.698  0.25
H -0.843 -5.112 2.607  0.36
H -1.523 -3.471 2.822  0.32
H 1.673 -2.274 3.915  0.37
H -0.016 -1.771 3.612  0.34
H 1.372 -0.938 1.749  0.23
H 2.038 -2.577 1.485  0.35
H -0.418 -3.013 -1.639  0.68
H -1.983 -2.797 -2.428  0.36
H -0.123 -1.635 -3.659  0.33
H 0.200 -0.682 -2.196  0.06
H 1.728 1.077 -2.845  0.43
H 3.798 2.586 -0.442  0.37
H 3.686 1.138 -1.460  0.43
H 3.316 1.059 0.274  0.28

***

Which of them is most stable? Easy: entry ii.

***

Entry i
Cl2H2NO2PS | ωB97M-V with the def2-TZVPD basis set

The highest occupied orbital energy (spin up / spin down) is -10.40 / -10.40 eV. Its spin multiplicity is 1. The LUMO energy (spin up / spin down) is -0.128 / -0.129 Ha. Its charge is 0. As for the gap between HOMO and LUMO (spin up / spin down): 6.92 / 6.89 eV.

Last column: Mulliken charge in e.
Atoms and positions in Å:
N -1.276 0.909 -0.914  -0.61
O 1.285 1.346 -1.060  -0.21
O 0.227 2.248 1.080  -0.55
P -0.006 1.421 -0.123  0.96
S 0.897 -1.300 0.972  0.05
Cl 2.848 1.344 -0.339  0.06
Cl -1.815 -3.012 0.605  -0.25
H -0.861 -3.309 1.531  0.27
H -1.299 0.352 -1.751  0.27

***

Entry ii
Cl2H2NO2PS | ωB97M-V with the def2-TZVPD basis set

The highest occupied orbital energy is -9.12 eV. Its spin multiplicity is 1. The LUMO energy is -0.072 Ha. Its charge is 0. As for the gap between HOMO and LUMO: 7.15 eV.

Last column: Mulliken charge in e.
Atoms and positions in Å:
N -1.526 0.216 -0.093  -0.54
O 0.869 0.407 1.577  -0.52
O 0.481 -1.136 -1.086  -0.19
P -0.013 0.290 -0.736  0.77
S 0.570 1.596 -2.021  -0.24
Cl 2.558 0.262 1.512  -0.06
Cl 0.457 -2.531 -0.034  0.13
H -2.078 1.099 -0.051  0.30
H -1.318 -0.202 0.933  0.35

***

Which of them is most stable? Easy: entry ii.

***

Entry i
CH6NOS | ωB97M-V with the def2-TZVPD basis set

The highest occupied orbital energy is -13.81 eV. Its spin multiplicity is 1. The LUMO energy is -0.165 Ha. Its charge is +1. As for the gap between HOMO and LUMO: 9.33 eV.

Last column: Mulliken charge in e.
Atoms and positions in Å:
C -1.142 0.369 -0.386  0.53
N -1.405 -0.879 -0.110  -0.22
O -1.761 1.373 -0.040  -0.36
S 1.943 0.259 0.094  -0.30
H -0.143 0.522 -0.905  0.06
H 3.212 0.259 -0.101  0.19
H -0.894 -1.723 -0.418  0.29
H -2.158 -1.144 0.450  0.20
H -2.547 1.192 0.694  0.42
H 1.754 0.586 -1.161  0.20

***

Entry ii
CH6NOS | ωB97M-V with the def2-TZVPD basis set

The highest occupied orbital energy is -15.21 eV. Its spin multiplicity is 1. The LUMO energy is -0.166 Ha. Its charge is +1. As for the gap between HOMO and LUMO: 10.70 eV.

Last column: Mulliken charge in e.
Atoms and positions in Å:
C 0.671 0.305 -0.168  0.33
N 1.408 0.749 -1.084  -0.32
O -1.786 -0.469 0.708  -0.67
S 1.045 -1.043 0.807  -0.12
H -0.243 0.950 0.122  0.26
H 2.309 0.345 -1.502  0.29
H 1.109 1.697 -1.514  0.31
H -2.649 0.003 0.427  0.31
H -1.967 -1.412 0.432  0.35
H 0.102 -1.125 1.773  0.24

***

Entry iii
CH6NOS | ωB97M-V with the def2-TZVPD basis set

The highest occupied orbital energy is -14.42 eV. Its spin multiplicity is 1. The LUMO energy is -0.155 Ha. Its charge is +1. As for the gap between HOMO and LUMO: 10.20 eV.

Last column: Mulliken charge in e.
Atoms and positions in Å:
C -0.413 -0.114 0.091  0.17
N 0.743 -1.029 0.107  -0.48
O 0.382 1.430 0.697  -0.58
S -0.973 0.152 -1.599  -0.19
H -1.115 -0.171 0.996  0.34
H 0.710 -1.921 0.657  0.39
H 1.580 -0.577 0.635  0.42
H 1.208 -1.131 -0.844  0.39
H -0.216 2.263 0.865  0.32
H -1.907 1.096 -1.605  0.21

***

Which of them is most stable? Easy: entry ii.

***

Entry i
C3H6P2 | ωB97M-V with the def2-TZVPD basis set

The highest occupied orbital energy (spin up / spin down) is -8.24 / -8.31 eV. Its spin multiplicity is 1. The LUMO energy (spin up / spin down) is -0.052 / -0.054 Ha. The SMILES is P#[PH2].C#CC. Its charge is 0. As for the gap between HOMO and LUMO (spin up / spin down): 6.82 / 6.84 eV.

Last column: Mulliken charge in e.
Atoms and positions in Å:
P -2.593 2.899 1.388  -0.03
P -3.747 1.261 1.438  -0.03
H -3.050 0.424 0.687  0.03
H -3.187 0.726 2.523  0.05
C 0.505 -0.143 -0.027  0.27
C 1.444 -0.486 -0.682  -0.31
C 2.509 -1.181 -1.385  -1.26
H -0.287 0.247 0.559  0.33
H 2.330 -1.164 -2.387  0.35
H 3.405 -0.569 -1.356  0.32
H 2.669 -2.012 -0.759  0.28

***

Entry ii
C3H6P2 | ωB97M-V with the def2-TZVPD basis set

The highest occupied orbital energy is -7.66 eV. Its spin multiplicity is 1. The LUMO energy is -0.024 Ha. The SMILES is CCC=P#P. Its charge is 0. As for the gap between HOMO and LUMO: 7.01 eV.

Last column: Mulliken charge in e.
Atoms and positions in Å:
C -1.478 -0.502 -0.375  -1.10
C -0.356 0.039 0.656  -0.39
C 0.680 0.702 -0.150  -0.66
P 2.351 0.332 -0.062  0.34
P 4.172 -0.367 0.028  -0.08
H -0.809 -0.903 -1.158  0.35
H -2.100 0.334 -0.696  0.29
H -2.107 -1.160 0.114  0.36
H 0.092 -0.694 1.333  0.37
H -0.867 0.710 1.212  0.26
H 0.421 1.508 -0.902  0.27

***

Which of them is most stable? Easy: entry ii.